1.
Molecular formula: C4H6N2O
Method: DFT, the ωB97M-V functional and the def2-TZVPD basis

Last columns: bonded neighbours and bond lengths (Å).
Cartesian coordinates (Å):
1 N -0.497 -0.301 -2.002  C2 1.373, H8 1.009, H9 1.009
2 C -0.170 0.112 -0.733  N1 1.373, C3 1.453, C7 1.380
3 C 0.976 -0.396 0.001  C2 1.453, N4 1.453, H10 1.091
4 N 1.213 0.617 1.014  C3 1.453, C5 1.395, H11 1.015
5 C -0.139 0.788 1.313  N4 1.395, O6 1.300, C7 1.428
6 O -0.490 -0.097 2.196  C5 1.300
7 C -0.881 0.950 0.103  C2 1.380, C5 1.428, H13 1.082
8 H -0.022 -1.124 -2.339  N1 1.009
9 H -1.477 -0.279 -2.244  N1 1.009
10 H 1.839 -0.795 -0.535  C3 1.091
11 H 1.663 0.221 1.833  N4 1.015
12 H 0.017 -0.976 1.356  no bonds
13 H -1.935 1.184 0.050  C7 1.082

Calculated values
Frontier orbital gap = 8.83 eV
DFT total energy = -340.61567 a.u.
Molar mass = 98.10 g/mol
Largest force on an atom = 0.402 eV/A
Relative energy (zero: lowest compared OMol25 entry of this formula, charge and spin) = 112.5 kcal per mole
Multiplicity = 1
E_LUMO = 0.38 eV

Mulliken atomic charge list, values in e, 6 entries: N -0.515; C 0.695; C -0.910; N -0.354; C 0.693; O -0.509

2.
Molecular formula: C46H82Cl6O20S5
Method: DFT, the ωB97M-V functional and the def2-TZVPD basis

Last columns: bonded neighbours and bond lengths (Å).
Cartesian coordinates (Å):
1 C -4.123 4.446 1.290  C2 1.521, C7 1.528, H8 1.089, H9 1.096
2 C -4.011 4.391 -0.227  C1 1.521, C3 1.532, H10 1.097, H11 1.088
3 C -5.365 4.029 -0.847  C2 1.532, S4 1.801, H12 1.080, H13 1.090
4 S -6.559 4.101 0.499  C3 1.801, O5 1.445, O6 1.432, C7 1.784
5 O -6.724 2.770 1.035  S4 1.445
6 O -7.697 4.874 0.102  S4 1.432
7 C -5.504 5.019 1.608  C1 1.528, S4 1.784, H14 1.088, H15 1.096
8 H -3.301 4.974 1.769  C1 1.089
9 H -4.147 3.460 1.767  C1 1.096
10 H -3.278 3.619 -0.491  C2 1.097
11 H -3.607 5.318 -0.626  C2 1.088
12 H -5.389 3.110 -1.414  C3 1.080
13 H -5.664 4.843 -1.506  C3 1.090
14 H -5.857 4.962 2.636  C7 1.088
15 H -5.578 6.084 1.359  C7 1.096
16 C 2.741 2.916 -4.269  C17 1.536, C22 1.540, H23 1.087, H24 1.096
17 C 2.943 1.712 -3.338  C16 1.536, C18 1.542, H25 1.094, H26 1.092
18 C 1.714 0.781 -3.359  C17 1.542, S19 1.791, H27 1.084, H28 1.087
19 S 0.590 1.387 -4.615  C18 1.791, O20 1.442, O21 1.434, C22 1.788
20 O -0.483 2.131 -4.002  S19 1.442
21 O 0.368 0.324 -5.551  S19 1.434
22 C 1.736 2.532 -5.372  C16 1.540, S19 1.788, H29 1.088, H30 1.091
23 H 3.619 3.334 -4.754  C16 1.087
24 H 2.271 3.734 -3.712  C16 1.096
25 H 3.145 2.111 -2.340  C17 1.094
26 H 3.826 1.117 -3.579  C17 1.092
27 H 1.217 0.665 -2.403  C18 1.084
28 H 2.011 -0.197 -3.728  C18 1.087
29 H 1.147 3.335 -5.812  C22 1.088
30 H 2.259 1.970 -6.146  C22 1.091
31 C -5.764 -1.851 -0.243  C32 1.542, C37 1.515, H38 1.084, H39 1.095
32 C -4.978 -0.734 -0.958  C31 1.542, C33 1.522, H40 1.091, H41 1.096
33 C -3.556 -1.252 -1.105  C32 1.522, S34 1.805, H42 1.092, H43 1.085
34 S -3.706 -3.030 -1.377  C33 1.805, O35 1.438, O36 1.437, C37 1.803
35 O -2.984 -3.731 -0.349  S34 1.438
36 O -3.477 -3.398 -2.747  S34 1.437
37 C -5.486 -3.076 -1.089  C31 1.515, S34 1.803, H44 1.087, H45 1.090
38 H -6.807 -1.569 -0.153  C31 1.084
39 H -5.272 -1.991 0.726  C31 1.095
40 H -5.002 0.180 -0.363  C32 1.091
41 H -5.461 -0.478 -1.909  C32 1.096
42 H -3.094 -1.160 -0.120  C33 1.092
43 H -2.920 -0.798 -1.857  C33 1.085
44 H -5.732 -4.045 -0.661  C37 1.087
45 H -5.908 -2.983 -2.090  C37 1.090
46 C 0.572 1.637 0.528  C47 1.522, C52 1.514, H53 1.099, H54 1.090
47 C 1.855 0.932 0.946  C46 1.522, C48 1.525, H55 1.101, H56 1.089
48 C 1.737 -0.551 0.609  C47 1.525, S49 1.798, H57 1.090, H58 1.092
49 S -0.014 -0.956 0.638  C48 1.798, O50 1.441, O51 1.433, C52 1.805
50 O -0.316 -1.816 1.754  S49 1.441
51 O -0.449 -1.326 -0.676  S49 1.433
52 C -0.546 0.731 1.000  C46 1.514, S49 1.805, H59 1.101, H60 1.078
53 H 0.506 1.697 -0.568  C46 1.099
54 H 0.523 2.648 0.930  C46 1.090
55 H 1.884 0.958 2.047  C47 1.101
56 H 2.784 1.411 0.644  C47 1.089
57 H 2.208 -1.119 1.411  C48 1.090
58 H 2.195 -0.893 -0.322  C48 1.092
59 H -0.439 0.663 2.094  C52 1.101
60 H -1.569 0.973 0.761  C52 1.078
61 C -5.266 -2.098 3.990  C62 1.530, C67 1.528, H68 1.089, H69 1.092
62 C -3.940 -2.626 4.539  C61 1.530, C63 1.505, H70 1.089, H71 1.093
63 C -2.855 -1.997 3.706  C62 1.505, S64 1.789, H72 1.093, H73 1.089
64 S -3.377 -0.304 3.452  C63 1.789, O65 1.449, O66 1.442, C67 1.805
65 O -3.210 0.025 2.051  S64 1.449
66 O -2.832 0.594 4.441  S64 1.442
67 C -5.105 -0.581 3.896  C61 1.528, S64 1.805, H74 1.083, H75 1.091
68 H -6.074 -2.373 4.666  C61 1.089
69 H -5.493 -2.477 2.991  C61 1.092
70 H -3.891 -3.713 4.479  C62 1.089
71 H -3.845 -2.341 5.590  C62 1.093
72 H -2.780 -2.445 2.712  C63 1.093
73 H -1.843 -1.991 4.107  C63 1.089
74 H -5.697 -0.037 3.171  C67 1.083
75 H -5.199 -0.128 4.884  C67 1.091
76 O 0.053 -5.335 -5.922  C77 1.175
77 C -0.145 -4.570 -5.052  O76 1.175, O78 1.356, C81 1.509
78 O 0.511 -4.649 -3.869  C77 1.356, C79 1.441
79 C 0.050 -3.643 -2.945  O78 1.441, C80 1.516, H82 1.090, H83 1.087
80 C -0.563 -2.587 -3.844  C79 1.516, C81 1.518, H84 1.093, H85 1.087
81 C -1.083 -3.389 -5.024  C77 1.509, C80 1.518, H86 1.087, H87 1.090
82 H 0.953 -3.251 -2.479  C79 1.090
83 H -0.664 -3.998 -2.205  C79 1.087
84 H 0.218 -1.878 -4.129  C80 1.093
85 H -1.323 -1.965 -3.377  C80 1.087
86 H -1.025 -2.842 -5.962  C81 1.087
87 H -2.098 -3.758 -4.880  C81 1.090
88 O 6.139 2.770 1.759  C89 1.188
89 C 6.109 1.863 0.992  O88 1.188, O90 1.353, C93 1.515
90 O 5.911 0.593 1.414  C89 1.353, C91 1.440
91 C 5.739 -0.312 0.308  O90 1.440, C92 1.534, H94 1.090, H95 1.088
92 C 5.692 0.547 -0.962  C91 1.534, C93 1.526, H96 1.084, H97 1.089
93 C 6.295 1.874 -0.511  C89 1.515, C92 1.526, H98 1.085, H99 1.092
94 H 4.801 -0.855 0.429  C91 1.090
95 H 6.533 -1.057 0.332  C91 1.088
96 H 4.685 0.635 -1.353  C92 1.084
97 H 6.321 0.097 -1.729  C92 1.089
98 H 5.833 2.748 -0.960  C93 1.085
99 H 7.371 1.902 -0.691  C93 1.092
100 O 2.356 -6.390 -1.249  C101 1.189
101 C 1.666 -5.881 -0.425  O100 1.189, O102 1.353, C105 1.529
102 O 0.316 -5.926 -0.497  C101 1.353, C103 1.433
103 C -0.281 -5.080 0.493  O102 1.433, C104 1.532, H106 1.083, H107 1.089
104 C 0.767 -4.903 1.597  C103 1.532, C105 1.541, H108 1.090, H109 1.084
105 C 2.095 -5.188 0.869  C101 1.529, C104 1.541, H110 1.089, H111 1.093
106 H -1.197 -5.544 0.839  C103 1.083
107 H -0.524 -4.124 0.031  C103 1.089
108 H 0.609 -5.589 2.429  C104 1.090
109 H 0.749 -3.887 1.975  C104 1.084
110 H 2.764 -5.897 1.355  C105 1.089
111 H 2.660 -4.296 0.587  C105 1.093
112 O 3.558 -2.025 -2.023  C113 1.196
113 C 4.295 -2.824 -2.521  O112 1.196, O114 1.341, C117 1.511
114 O 5.621 -2.713 -2.361  C113 1.341, C115 1.450
115 C 6.289 -3.926 -2.791  O114 1.450, C116 1.524, H118 1.088, H119 1.093
116 C 5.192 -4.933 -3.120  C115 1.524, C117 1.511, H120 1.087, H121 1.086
117 C 3.981 -4.055 -3.338  C113 1.511, C116 1.511, H122 1.087, H123 1.093
118 H 6.978 -4.259 -2.018  C115 1.088
119 H 6.888 -3.647 -3.662  C115 1.093
120 H 5.014 -5.596 -2.276  C116 1.087
121 H 5.514 -5.510 -3.981  C116 1.086
122 H 3.076 -4.556 -3.002  C117 1.087
123 H 3.842 -3.733 -4.373  C117 1.093
124 O -0.695 5.505 -5.157  C125 1.186
125 C -0.607 5.383 -3.981  O124 1.186, O126 1.347, C129 1.513
126 O 0.581 5.532 -3.364  C125 1.347, C127 1.457
127 C 0.406 5.324 -1.932  O126 1.457, C128 1.506, H130 1.087, H131 1.100
128 C -1.063 5.548 -1.689  C127 1.506, C129 1.515, H132 1.091, H133 1.089
129 C -1.687 5.048 -2.976  C125 1.513, C128 1.515, H134 1.080, H135 1.096
130 H 1.094 5.975 -1.398  C127 1.087
131 H 0.699 4.286 -1.720  C127 1.100
132 H -1.234 6.617 -1.547  C128 1.091
133 H -1.350 5.003 -0.791  C128 1.089
134 H -2.654 5.468 -3.213  C129 1.080
135 H -1.709 3.953 -2.988  C129 1.096
136 Cl 3.859 -1.407 3.768  C137 1.781
137 C 2.590 -2.650 3.900  Cl136 1.781, C138 1.483, H140 1.090, H141 1.081
138 C 1.542 -2.319 4.896  C137 1.483, Cl139 1.788, H142 1.083, H143 1.086
139 Cl 0.782 -0.722 4.631  C138 1.788
140 H 3.105 -3.545 4.249  C137 1.090
141 H 2.185 -2.822 2.913  C137 1.081
142 H 1.953 -2.257 5.896  C138 1.083
143 H 0.742 -3.050 4.823  C138 1.086
144 Cl 2.588 2.508 6.851  C145 1.794
145 C 3.993 2.524 5.735  Cl144 1.794, C146 1.504, H148 1.086, H149 1.085
146 C 3.586 2.242 4.314  C145 1.504, Cl147 1.817, H150 1.085, H151 1.089
147 Cl 2.538 3.594 3.704  C146 1.817
148 H 4.756 1.827 6.068  C145 1.086
149 H 4.367 3.541 5.797  C145 1.085
150 H 2.986 1.343 4.219  C146 1.085
151 H 4.437 2.218 3.636  C146 1.089
152 Cl -0.479 5.082 2.563  C153 1.782
153 C -1.066 3.634 3.420  Cl152 1.782, C154 1.509, H156 1.088, H157 1.080
154 C -0.893 3.724 4.916  C153 1.509, Cl155 1.792, H158 1.084, H159 1.087
155 Cl -1.981 4.958 5.626  C154 1.792
156 H -0.450 2.805 3.080  C153 1.088
157 H -2.113 3.486 3.200  C153 1.080
158 H 0.121 3.994 5.187  C154 1.084
159 H -1.149 2.754 5.333  C154 1.087

Calculated values
Frontier orbital gap = 9.55 eV
DFT total energy = -8058.92376 a.u.
Molar mass = 1328.19 g/mol
Largest force on an atom = 2.062 eV/A
Multiplicity = 1
E_LUMO = 0.08 eV

Mulliken atomic charge list, values in e, 6 entries: C 0.072; C 0.257; C -0.851; S 1.105; O -0.574; O -0.719